# C18H19F2NO10Sr

A molecular structure, C18H19F2NO10Sr in a non-equilibrium geometry (ωB97M-V with the def2-TZVPD basis set, the OMol25 dataset).

```
51
C18H19F2NO10Sr ωB97M-V with the def2-TZVPD basis set
Sr 0.9245 0.4252 0.1617
C 1.3048 -3.9758 0.9351
C 0.9469 -2.8021 1.5680
C 0.8420 -2.6488 3.1691
O 0.6616 -1.6079 3.8518
C 1.0857 -3.9106 3.8840
C 1.3831 -5.0745 3.1957
C 1.5237 -5.0445 1.6957
O 1.4836 -6.1065 0.9473
O 1.6809 -6.0779 3.9308
O 0.6958 -1.8240 0.8730
H 1.3933 -4.0503 -0.1387
H 1.0544 -3.7542 4.9522
C -2.0158 3.9598 1.8656
C -1.2401 2.7693 1.6295
C -1.9003 1.3074 1.7161
O -1.2353 0.2857 1.5374
C -3.2654 1.2087 2.2207
C -3.9113 2.4058 2.5285
C -3.2550 3.7698 2.3911
O -3.8947 4.9275 2.4403
O -5.0709 2.2396 3.0974
O -0.0472 2.7002 1.4140
H -1.4729 4.8850 1.7404
H -3.8121 0.3034 2.4396
F 2.3783 2.4802 -0.1855
F 2.0274 0.9294 2.4746
C -0.1334 3.4477 -1.9272
O 0.0369 2.0295 -1.9618
C -1.3552 1.4551 -2.2032
C -1.3334 -0.0277 -2.7379
N -0.6713 -0.8196 -1.6948
C 0.4072 -1.6247 -2.2911
C 1.6339 -0.9697 -2.9482
O 2.3386 -0.2693 -1.9118
C 3.5129 0.4946 -2.2662
H -0.7925 3.8157 -1.1409
H -0.5054 3.9280 -2.8322
H 0.8375 3.8236 -1.6046
H -1.9687 2.0944 -2.8379
H -1.7936 1.4375 -1.2054
H -0.8264 -0.1236 -3.6981
H -2.3512 -0.2820 -3.0334
H -1.3592 -1.4319 -1.2802
H -0.0203 -2.4015 -2.9249
H 0.8596 -2.3185 -1.5825
H 1.5377 -0.3000 -3.8028
H 2.2787 -1.8160 -3.1851
H 4.1357 -0.0922 -2.9414
H 4.0085 0.9128 -1.3901
H 3.2585 1.3179 -2.9336
```

Summary:
Relative energy (zero: lowest compared OMol25 entry of this formula, charge and spin) = 0.0 kcal per mole
Charge = -4
Maximum force = 5.83 eV/Å
E_tot = -1734.57925 Ha